Model i:
# C4H14NO3

A 3-piece molecular cluster, C4H14NO3 overall (wB97M-V/def2-TZVPD, the Open Molecules 2025 dataset).

Calculated values
total charge: -1

Last column: Mulliken charge in e.
CARTESIAN COORDINATES (ANGSTROEM)
C  -0.8806  -2.5970  -0.5587  -0.9522
N  -0.2251  -1.4302  0.0820  0.0116
C  -1.0258  -0.2143  0.0752  -0.9987
C  1.0970  -1.2191  -0.4547  -0.5692
C  1.8286  -0.0343  0.2101  -0.5717
O  1.9164  1.0654  -0.6308  -0.6058
H  -0.7268  -3.4522  0.1030  0.2620
H  -0.4474  -2.7081  -1.5575  0.3236
H  -1.9562  -2.4631  -0.6503  0.3515
H  -2.0304  -0.3674  -0.3514  0.3854
H  -0.6107  0.6126  -0.5053  0.2106
H  -1.3013  0.1809  1.0596  0.3153
H  1.7206  -2.1092  -0.2696  0.3691
H  1.1931  -1.0879  -1.5438  0.3485
H  2.8472  -0.3714  0.4700  0.3172
H  1.4196  0.2005  1.2001  0.2980
H  -1.5089  2.7495  2.1671  0.2476
H  -1.0613  2.5183  0.6668  0.4159
O  -1.9062  2.5174  1.3289  -0.7648
H  1.2017  1.7650  -0.4547  0.4569
H  0.2243  3.6139  -0.4695  0.1593
O  0.2320  2.8306  0.0836  -1.0099



Model ii:
# C4H14NO3

A 3-piece molecular cluster, C4H14NO3 overall (wB97M-V/def2-TZVPD, the Open Molecules 2025 dataset).

Calculated values
total charge: -1

Last column: Mulliken charge in e.
CARTESIAN COORDINATES (ANGSTROEM)
C  0.4066  -2.0486  -1.5936  -0.8888
N  -0.3747  -0.8838  -2.1195  -0.2752
C  -1.0271  0.0045  -1.1414  -0.1058
C  -0.4211  1.5039  -0.9913  -0.7077
C  1.0136  1.4471  -0.3092  -0.1585
O  0.9854  2.0017  0.8851  -0.8363
H  -0.3333  -2.6381  -1.0433  0.3035
H  1.1382  -1.8321  -0.7321  0.2144
H  0.8100  -2.4356  -2.3917  0.4521
H  0.1527  -0.3498  -2.8213  0.2627
H  -0.9489  -0.4905  -0.0643  -0.2643
H  -2.0699  0.1162  -1.3599  0.3114
H  -0.5002  1.9526  -2.0483  0.2934
H  -1.0212  2.1670  -0.4687  0.4648
H  1.3322  0.4038  -0.3080  0.0851
H  1.8147  2.0906  -0.9963  0.1581
H  -0.7560  1.0769  2.7537  0.2438
H  0.4042  1.0614  1.7683  0.3577
O  -0.1435  0.3974  2.5398  -0.8282
H  -0.1381  -1.3649  2.4669  0.4095
H  -0.4552  -1.6881  1.1201  0.1861
O  -0.4217  -2.0647  1.9719  -0.6779



In terms of stability, model i leads; the second structure lies 1.209 eV higher.